ORCA calculation (ωB97M-V/def2-TZVPD) on C30H78F2N13O13P4Ti as an isolated structure at a distorted geometry.

XYZ file:
```
141
Properties=species:S:1:pos:R:3:lowdin_spin:R:1
H -11.59003 5.27296 -2.33642 0.00
H -12.70022 10.24204 5.41540 0.00
H -12.54538 12.39555 8.97607 0.00
H -16.54281 11.32859 6.62555 0.00
N -5.69474 3.73282 2.84362 0.00
H -8.54489 10.93510 4.25492 0.00
H -12.67774 10.17878 7.73808 0.00
H -11.11045 10.88045 5.15430 0.00
H -10.21824 11.06507 8.79085 0.00
H -12.06645 6.84484 -1.65372 0.00
H -5.37541 11.98234 4.87953 0.00
C -12.16536 11.15477 5.15280 0.00
H -13.41035 13.56440 10.04064 0.00
P -9.87601 5.03649 0.47476 0.00
H -3.93785 2.83751 4.83802 0.00
C -7.23458 5.77318 0.03606 0.00
H -7.98699 8.08028 -0.43903 0.00
O -11.06742 10.77157 -0.30321 0.00
C -6.44682 7.63202 3.52610 0.01
N -14.03593 13.54090 8.01851 0.00
C -7.19253 14.31278 6.01138 0.00
F -16.24188 9.18852 4.69972 0.00
H -4.09121 2.49454 2.03157 0.00
H -9.78750 13.32628 9.18551 0.00
H -4.58197 6.53513 5.69430 0.00
C -9.86436 11.19862 -0.50135 0.00
C -15.52925 9.06583 3.64813 0.00
H -4.46436 6.40093 1.59898 0.00
C -5.94560 11.05516 4.93712 0.00
H -16.11598 9.76389 7.39392 0.00
H -12.04276 10.24269 1.46586 0.00
C -9.67959 2.29387 0.25258 0.00
H -12.49926 11.50991 4.17788 0.00
H -6.82219 15.33072 5.88996 0.00
H -5.45392 14.16925 8.75899 0.00
P -14.00482 12.52943 6.59000 0.00
H -12.38892 5.59107 1.50601 0.00
H -13.66681 10.42591 9.18305 0.00
H -4.36028 3.17957 6.62753 0.00
C -6.76795 3.05142 2.16229 0.00
C -8.71106 13.17738 9.10066 0.00
H -14.98290 15.09502 8.89384 0.00
H -12.31703 14.22929 8.93290 0.00
H -7.71417 3.44276 2.53598 0.00
C -4.42123 6.64935 2.65942 0.00
O -9.90092 4.95940 1.96035 0.05
N -14.55198 11.10270 7.35717 0.00
H -14.02038 9.17582 8.02283 0.00
N -12.42411 12.20219 6.12959 0.00
H -5.67527 2.64286 5.46128 0.00
H -13.92348 15.61507 7.45224 0.00
H -9.72535 7.95176 -0.53063 0.00
H -9.27250 2.32110 1.26334 0.00
H -11.63851 13.94397 7.01094 0.00
H -7.02677 13.90199 5.01545 0.00
N -11.37913 7.81224 3.70528 0.01
H -6.27966 7.87854 4.57461 0.00
N -5.64080 6.40376 3.37354 0.00
H -8.11289 13.21440 10.01111 0.00
N -6.43578 13.49733 6.98755 0.00
H -9.23423 11.45263 5.78508 0.00
H -6.10574 8.48410 2.93812 0.00
C -8.84422 7.53767 -0.04048 0.00
O -9.25089 11.14013 -1.53301 0.00
H -6.30882 10.94636 3.91519 0.00
O -11.92328 6.78233 4.05814 0.05
H -9.69111 10.32215 2.04245 0.00
C -11.30631 6.06372 -1.64193 0.00
H -11.97129 14.13294 5.32342 0.00
O -9.41071 11.73930 0.59013 0.00
H -3.64277 3.82885 2.77301 0.00
H -7.00340 5.85481 1.09813 0.00
O -14.73039 12.93400 5.38980 0.00
O -16.10875 10.69813 2.18511 0.00
P -6.79923 11.87432 7.45153 0.00
H -8.69431 9.81461 5.60418 0.00
H -10.06390 3.47404 -2.57562 0.00
H -5.44003 15.38823 7.37518 0.00
H -6.65321 6.50483 -0.52500 0.00
O -7.42622 4.81291 4.57177 0.08
F -12.18983 12.13519 1.05116 0.00
H -14.30101 10.70991 2.75542 0.00
H -13.45839 6.00519 0.17778 0.00
C -4.44442 3.52341 2.10057 0.00
N -7.12972 11.24412 5.84439 0.00
C -5.38541 14.34473 7.68539 0.00
C -4.68615 3.08178 5.59199 0.00
N -8.68675 6.09197 -0.13321 0.00
H -10.32340 6.46315 -1.89180 0.00
C -10.11222 11.25682 1.67210 0.00
Ti -9.72803 5.42406 4.54140 2.71
H -15.47675 14.77767 7.22992 0.00
H -10.18144 12.03615 2.43101 0.00
H -16.25993 11.34423 8.34783 0.00
H -3.60554 6.03876 3.04663 0.00
C -16.56293 9.53997 1.66822 0.00
C -11.55686 13.43475 6.05067 0.00
O -12.05745 8.70819 3.31757 0.01
C -15.24279 10.48507 3.25601 0.00
C -14.61532 14.89400 7.88758 0.00
O -5.68489 11.30351 8.27020 0.00
H -8.43352 14.10315 8.59666 0.00
H -10.61695 13.09121 5.61866 0.00
H -6.67456 3.18784 1.08490 0.00
O -16.23954 8.55331 2.58027 0.00
C -15.97670 10.84461 7.42141 0.00
H -5.24745 10.28773 5.27139 0.00
H -7.04252 4.76025 -0.31776 0.00
H -8.54261 2.75031 -2.05767 0.00
H -6.77764 1.97772 2.34986 0.00
N -11.39093 5.59388 -0.27065 0.00
C -12.99680 13.38506 9.04821 0.00
C -13.70011 10.21367 8.11444 0.00
H -4.14596 7.70137 2.58478 0.00
H -8.75233 10.38331 9.44629 0.00
H -9.08239 7.76471 0.99867 0.00
H -14.68891 8.44406 3.95689 0.00
H -8.72551 4.48721 -2.02652 0.00
O -17.20821 9.48552 0.63649 0.00
H -4.43873 4.03172 1.13637 0.00
H -10.72590 1.98871 0.26730 0.00
H -3.07053 5.70873 5.46633 0.00
N -9.55408 3.57599 -0.40712 0.00
C -4.08096 5.58044 5.85449 0.00
H -7.50517 7.45446 3.33512 0.00
N -8.36850 12.07018 8.23392 0.00
H -4.44150 13.87243 7.41325 0.00
N -4.84260 4.48729 5.22926 0.00
C -9.17985 10.83577 8.55152 0.00
H -9.04412 1.61312 -0.31387 0.00
H -4.06002 5.55823 6.94406 0.00
C -8.44993 10.84267 5.33684 0.00
C -9.25363 3.55009 -1.85052 0.00
C -11.45718 11.02661 0.98559 0.00
O -10.14114 7.86977 3.84293 0.05
P -6.03228 4.87764 4.10049 0.01
H -8.27693 14.37090 6.10518 0.00
H -12.35932 7.23295 0.82911 0.00
C -12.46312 6.17490 0.58855 0.00
H -9.08863 10.05416 7.79729 0.00
H -15.30948 11.22477 4.05382 0.00
```

<S²>: 3.751
HOMO level (spin up / spin down): -5.56 / -8.33 eV
multiplicity: 4
calculated total energy: -5294.35097 Eh

***

ORCA calculation (ωB97M-V/def2-TZVPD) on a 6-piece molecular cluster, C30H80BF4N5O10 overall at a distorted geometry.

XYZ file:
```
130
Properties=species:S:1:pos:R:3:mulliken_charge:R:1
H -1.02883 -1.90065 -2.54888 0.40
C 0.51979 -5.67255 7.16778 -0.44
H -1.74705 0.23634 -3.31630 0.17
H -3.77462 5.59103 -3.43643 0.45
O -1.89263 4.06390 2.80541 -0.25
H 2.31081 -5.46884 9.71365 0.31
H 2.05680 -1.68277 1.13624 0.46
F -1.42267 1.12976 -0.58775 -0.25
H 3.06712 2.70749 -9.35101 0.27
H 1.19588 1.19661 -8.10664 0.17
H 5.52436 1.22315 -2.56957 0.36
H -2.61268 -0.30364 1.34100 0.33
C -0.56903 4.24969 2.43055 -0.30
H 4.59681 2.19069 -10.13837 0.37
F 0.23378 2.00195 -2.02373 -0.19
C 0.42179 -3.67217 -4.04167 -0.78
H 2.55939 1.36350 -2.14892 0.38
C 6.58767 2.62483 -6.69520 -0.70
C 1.53362 -4.88962 9.21507 -0.86
C 5.08740 0.81241 -3.47976 -0.50
C 2.76547 1.04182 -3.16978 -0.80
H -2.43440 1.91509 -4.97765 0.54
H -0.06396 0.32548 -3.83899 -0.43
H -3.69873 3.92547 -4.13155 0.34
H 1.90519 1.38278 -3.74576 -0.03
H -0.09502 4.92626 3.14165 0.49
H -4.93262 -4.83441 8.74335 0.37
H 2.87113 -2.32156 3.37850 0.46
F 0.60771 0.08230 -0.72991 -0.30
H -3.20433 3.34326 4.16865 0.28
F 0.50822 1.91961 0.24239 -0.37
C -0.99215 -0.23608 -3.94482 0.25
H 5.61153 0.90220 -7.56173 0.27
N 0.58815 -4.67834 4.82967 0.09
C 0.80276 -5.91232 5.67933 -0.64
H -0.72780 3.29545 -0.38491 -0.14
H -2.78750 3.19860 0.66638 -0.08
H -0.48771 1.39724 -7.96676 0.34
C -2.42991 0.29151 2.23570 -0.49
H -3.23735 2.74922 -1.68192 0.18
N -1.13766 4.18207 -0.12795 0.27
C -2.88723 -1.66400 3.44920 -0.36
H 0.61921 -0.97868 2.05681 0.20
C -3.80242 -1.44450 7.34095 -0.80
H 0.40336 5.31536 0.65983 0.49
C 5.83296 1.93842 -7.81728 -0.36
C -1.66219 1.56278 -5.66152 -1.05
O -3.06335 -0.34932 3.33150 -0.39
H 2.70890 -4.59604 4.21637 0.42
C -3.13386 4.74652 -3.69006 -0.95
N -3.14213 -1.25334 5.95872 -0.19
H -2.17648 1.53643 -6.62220 0.46
O 0.62624 1.88697 -6.25023 -0.29
O -2.55072 4.55749 -2.44495 -0.35
H -1.48578 3.32279 4.73822 0.36
H -3.33619 -2.02516 2.52395 0.53
H 7.03784 0.92165 -4.28112 0.39
H 1.43529 -1.88989 4.21150 0.31
H -0.89367 4.72801 -0.94190 0.43
N 5.90091 2.48439 -5.33403 -0.25
H 2.27041 -3.58135 5.59849 0.38
C -0.95056 -1.71843 -3.62068 -0.76
H 4.92849 -0.24035 -3.24623 0.38
H -2.13498 -1.31763 5.99892 0.36
O 4.64149 2.61305 -8.01861 -0.32
H -2.29722 -0.48468 -5.50837 0.49
H -0.39786 -4.02228 -4.66913 0.35
C -3.76621 -2.88033 7.74065 -0.15
H 5.89361 0.25507 -5.48951 0.44
C -3.60220 -2.09144 4.71545 -0.75
C 4.00855 2.17373 -9.22090 -0.88
H -4.31354 4.02766 -1.47490 0.58
C -0.43171 2.43447 -5.54165 -0.09
H -4.67414 -1.89768 4.75429 0.43
H 1.41129 -3.96284 -4.39452 0.23
H -6.24217 -4.94364 7.64752 0.26
H -2.36177 4.83109 4.61501 0.37
O 1.13932 -2.89909 2.48455 -0.41
H -0.46861 -5.25705 7.36409 0.34
H 4.96809 2.87116 -5.35284 0.41
C 1.06153 -1.83794 1.55272 -0.68
O 1.58746 -4.97119 7.79964 -0.33
H -0.11786 -4.16908 5.34183 0.09
H -1.34685 0.40319 2.28673 0.11
H 1.64681 -3.87867 9.60656 0.30
H 0.66028 -5.31082 9.71305 0.36
C -5.17591 -4.72085 7.68694 -0.81
H 3.50050 1.21860 -9.08785 0.36
H 0.61231 -6.66522 7.60841 0.46
H 7.57881 2.17194 -6.67024 0.36
H -1.84104 -1.96784 3.41361 0.09
H 2.58858 -0.03369 -3.17893 0.43
N -1.44932 0.04425 -5.36206 -0.13
H 0.47042 2.83145 -8.21425 0.33
H 6.31948 3.04657 -4.60680 0.41
H 6.39690 1.83037 -8.74377 0.49
H 0.13736 -4.93360 3.96264 0.41
H 0.26621 -4.01819 -3.01982 0.29
H -0.05541 3.30259 2.26534 0.20
O 3.90725 1.54826 -3.81593 -0.31
H -0.88934 -0.45511 -6.03819 0.48
H -2.45804 5.26171 -4.37266 0.27
H -1.15010 5.81503 1.12284 0.49
H -3.33526 -0.28061 5.76739 0.35
O -4.86265 -3.51843 7.13558 -0.33
H -0.60357 3.43028 -5.95022 0.56
B -0.06100 1.28572 -0.80179 0.43
H 6.73279 3.70200 -6.77736 0.39
H 0.37483 -2.19485 0.78515 0.23
H -2.77913 1.28291 2.52427 0.18
H -0.03126 -6.54122 5.36790 0.41
H -1.82402 -2.16957 -4.09146 0.45
C -0.51715 4.92803 1.09657 -0.95
C -3.24554 3.81234 -1.44148 -0.61
C 0.45183 1.87576 -7.69040 -0.71
H -3.87000 -2.90754 8.82536 0.60
C 6.04020 1.00505 -4.71225 -0.68
H -4.58678 -5.47991 7.17229 0.30
H -4.75645 -0.92592 7.43576 0.37
H -2.81917 -3.35090 7.47648 -0.02
C 1.95460 -3.91469 4.60993 -0.65
C -2.23978 3.85075 4.15440 -0.93
H -3.01976 4.91611 0.38519 0.65
H -3.18640 -0.84333 8.00969 0.48
O 0.30393 -2.23842 -4.12100 -0.26
H 1.78537 -6.34021 5.48061 0.35
H -3.37177 -3.10967 5.02883 0.42
C 1.88161 -2.70005 3.63484 -0.57
H -0.13027 2.51644 -4.49738 -0.13
C -2.66533 3.99185 -0.07113 -0.21
```

charge: +4
HOMO level: -17.10 eV
calculated total energy: -2640.19530 Eh
relative energy (zero: lowest compared OMol25 entry of this formula, charge and spin): 451.4 kJ/mol

***

ORCA calculation (ωB97M-V/def2-TZVPD) on C30H80MnN6O8 as an isolated structure at a distorted geometry.

XYZ file:
```
125
Properties=species:S:1:pos:R:3:lowdin_spin:R:1
H 5.40454 3.70582 -12.68314 0.00
H 3.60791 4.11933 -19.88805 0.00
H 5.05424 7.16266 -14.19006 0.00
H 5.84499 8.01525 -12.02519 0.00
H 10.35358 4.90323 -14.97549 0.00
H 10.18715 -0.24529 -12.21935 0.00
H 2.92942 3.07011 -17.39422 0.00
H 1.83614 3.49243 -12.82345 0.00
H 5.12632 4.00980 -17.79604 0.00
O 8.23654 8.58009 -16.99825 0.06
O 3.56143 2.58172 -12.35725 0.00
H 3.34540 2.66890 -20.67231 0.00
H 11.44397 3.45731 -14.67212 0.00
H 7.87918 4.64367 -16.45579 0.00
H 6.92207 6.08055 -14.54610 0.00
C 10.86558 0.40311 -12.77378 0.00
H 6.57889 8.66359 -19.71215 0.00
H 2.89612 8.44880 -17.69904 0.00
H 1.51290 7.52459 -18.07458 0.00
C 2.36155 6.46221 -15.67534 0.00
C 10.58889 4.04753 -14.34264 0.00
C 5.05182 10.46128 -16.47464 0.01
C 4.11047 3.17144 -20.08050 0.00
C 8.96782 10.62972 -20.51594 0.00
H 10.46221 8.80580 -18.61144 0.00
H 4.94339 2.34805 -22.52930 0.00
C 4.50258 2.46064 -18.80772 0.00
H 9.31418 11.81457 -22.34136 0.00
H 1.77103 2.04116 -11.81432 0.00
C 9.80660 8.30347 -15.16173 0.00
H 11.37188 1.03346 -12.04273 0.00
C 4.59445 2.97414 -14.54854 0.00
H 10.89693 4.55528 -13.42864 0.00
H 4.97924 4.81070 -15.36566 0.00
H 4.05955 10.80706 -16.18492 0.00
H 5.45766 6.05422 -19.91965 0.00
H 10.67103 13.11022 -17.81952 0.00
H 10.04208 7.24032 -15.21011 0.00
H 4.93216 1.52373 -19.16238 0.00
H 2.78480 5.78028 -14.93782 0.00
H 3.60775 1.46778 -17.19794 0.00
H 10.24438 11.06054 -18.76912 0.00
C 10.02893 11.53528 -19.72636 0.00
H 3.56412 2.92915 -14.90136 0.00
N 6.03715 7.95789 -19.23402 0.03
H 5.09233 8.25815 -19.42698 0.00
C 10.56914 13.57888 -18.79834 0.00
C 9.26623 3.31322 -14.19991 0.00
H 7.74825 5.22676 -19.99100 0.00
H 7.24882 11.09572 -19.56885 0.00
H 10.64364 8.80546 -14.67647 0.00
C 3.04996 6.35811 -17.08580 0.01
N 5.52374 3.13284 -18.10116 0.00
C 5.65938 2.48045 -21.71816 0.00
H 5.84915 11.14986 -16.19494 0.00
C 9.55771 8.82463 -16.58299 0.01
H 4.96070 9.50745 -13.97153 0.00
H 8.10120 4.28341 -12.81986 0.00
C 6.46990 7.18901 -21.42008 0.00
H 5.46845 3.58477 -16.20191 0.00
H 7.76084 7.40243 -14.78076 0.00
H 5.03381 10.46098 -17.56449 0.00
O 5.25601 3.53191 -20.86143 0.00
N 6.85476 6.99656 -14.96621 0.03
H 8.72322 4.15892 -17.91176 0.00
N 8.17827 4.24429 -13.82616 0.00
O 10.32406 1.22058 -13.75195 0.00
C 9.28716 2.14300 -13.26690 0.00
H 5.75086 1.49269 -21.26645 0.00
H 6.61977 9.82042 -14.46176 0.00
C 5.31759 1.66079 -14.73035 0.00
H 2.65505 5.45526 -17.55163 0.00
C 6.60929 7.66534 -12.71909 0.00
C 5.76764 9.15845 -14.61585 0.00
C 2.22457 2.48120 -12.70244 0.00
C 10.64056 8.37563 -17.62592 0.00
H 9.47509 9.73732 -20.88255 0.00
O 9.57718 12.83624 -19.46499 0.00
H 5.53046 1.39558 -15.76594 0.00
H 7.93281 12.31285 -21.51497 0.00
H 10.23022 14.61240 -18.72700 0.00
C 2.59977 7.45395 -18.03154 0.00
O 5.33122 9.15868 -15.99678 0.04
H 6.35619 1.63842 -14.40035 0.00
C 7.57841 6.10498 -19.36811 0.00
H 11.52554 -0.33020 -13.23727 0.00
H 8.95914 8.31672 -14.47635 0.00
C 6.30249 6.74137 -19.96656 0.00
H 7.12435 8.05460 -21.52285 0.00
O 4.43944 6.40224 -16.96423 0.06
H 10.92780 11.52705 -20.34286 0.00
H 8.09840 9.91680 -18.80832 0.00
H 11.51975 13.53722 -19.33006 0.00
H 11.60377 8.81143 -17.36058 0.00
C 3.31713 2.21051 -17.94090 0.00
C 4.44486 3.45003 -13.13224 0.00
H 7.27236 3.90672 -14.11846 0.00
H 6.62780 2.77060 -22.12571 0.00
H 5.58453 7.52886 -21.95741 0.00
Mn 6.32487 7.48989 -16.99219 4.69
H 9.19407 5.63502 -17.11632 0.00
H 7.88025 10.71521 -22.32361 0.00
H 6.78681 6.41445 -22.11845 0.00
H 8.35728 1.57641 -13.21795 0.00
H 2.48884 1.73824 -18.46910 0.00
H 4.02995 4.45655 -13.07843 0.00
H 2.39929 7.48164 -15.29137 0.00
H 10.78907 7.31083 -17.80545 0.00
H 9.50463 2.48308 -12.25439 0.00
C 8.49441 11.40841 -21.74883 0.00
C 8.33059 5.02141 -17.37320 0.00
H 9.66723 9.90822 -16.62705 0.00
H 6.11572 3.52736 -18.81811 0.00
O 7.33398 5.69814 -18.01165 0.03
C 5.97661 7.73980 -14.12495 0.00
H 1.30470 6.21510 -15.77593 0.00
H 2.80144 7.21866 -19.07657 0.00
H 6.74749 6.63975 -12.37678 0.00
H 2.04795 1.84292 -13.56818 0.00
N 5.39438 3.89796 -15.24456 0.00
H 7.55653 8.19222 -12.60407 0.00
H 8.45594 6.74718 -19.44310 0.00
H 9.00494 2.96898 -15.20057 0.00
H 4.81559 0.80627 -14.27658 0.00
N 7.81934 10.27446 -19.71072 0.00
```

<S²>: 8.753
HOMO level (spin up / spin down): -7.05 / -7.62 eV
multiplicity: 6
calculated total energy: -3272.36382 Eh
relative energy (zero: lowest compared OMol25 entry of this formula, charge and spin): 84.9 kJ/mol